#A
C3H11O | the ωB97M-V functional and the def2-TZVPD basis

CARTESIAN COORDINATES (ANGSTROEM)
O1 -1.994 -0.399 -2.028
H1 -2.957 -0.599 -2.006
H2 -1.831 0.501 -2.388
H3 -1.635 -0.389 -1.106
C1 -0.534 0.053 1.161
C2 0.690 0.441 0.265
C3 2.079 -0.152 0.531
H4 -1.139 0.910 1.448
H5 -0.127 -0.257 2.142
H6 -1.157 -0.759 0.843
H7 0.646 1.514 0.141
H8 0.497 0.011 -0.739
H9 2.625 -0.297 -0.404
H10 2.792 0.506 1.063
H11 2.045 -1.083 1.076

As for the charge: +1. For the gap between HOMO and LUMO, the calculation gives 9.67 eV. The LUMO energy is -5.188 eV.

natural (NBO) population analysis, charges in e, atoms 1 to 4:
1 O -0.756
2 H 0.579
3 H 0.578
4 H 0.586

=====

#B
C3H11O | the ωB97M-V functional and the def2-TZVPD basis

CARTESIAN COORDINATES (ANGSTROEM)
O1 2.195 0.665 -1.780
H1 1.425 0.546 -1.161
H2 2.827 1.370 -1.534
H3 2.427 0.347 -2.670
C1 -0.034 -0.012 -0.122
C2 -1.234 0.218 0.795
C3 -1.586 -0.997 1.633
H4 0.922 0.105 0.426
H5 -0.140 0.671 -0.983
H6 0.007 -1.049 -0.464
H7 -2.091 0.401 0.143
H8 -1.188 1.117 1.403
H9 -2.275 -0.749 2.430
H10 -1.982 -1.850 1.084
H11 -0.725 -1.383 2.199

As for the charge: +1. For the gap between HOMO and LUMO, the calculation gives 10.30 eV. The LUMO energy is -4.716 eV.

natural (NBO) population analysis, charges in e, atoms 1 to 4:
1 O -0.819
2 H 0.588
3 H 0.570
4 H 0.592

=====

Ranking the structures above from most stable to least stable yields #B, #A.